1.
210
Properties=species:S:1:pos:R:3:lowdin_charge:R:1 method="wB97M-V/def2-TZVPD" homo_ha=-0.3345 gap_ha=0.3502
C 11.718 13.227 12.561 -0.0383
C 12.626 12.729 11.432 -0.4794
C 12.458 11.306 10.984 -0.0376
O 12.234 13.651 10.419 -0.0712
H 12.036 14.239 12.813 0.0457
H 11.718 12.565 13.427 0.0720
H 10.676 13.227 12.243 0.0886
H 13.643 13.011 11.705 0.1065
H 12.786 10.588 11.736 0.0568
H 12.958 11.098 10.038 0.0857
H 11.408 11.187 10.720 0.0895
H 12.595 13.465 9.549 0.0925
C 10.196 11.702 17.078 -0.0414
C 10.378 10.513 18.086 -0.4834
C 10.642 9.156 17.353 -0.0443
O 11.321 10.748 19.041 -0.0568
H 10.082 12.660 17.586 0.0580
H 9.349 11.623 16.397 0.0712
H 11.113 11.914 16.528 0.0646
H 9.552 10.361 18.781 0.1326
H 9.750 9.018 16.743 0.0699
H 10.633 8.283 18.005 0.0789
H 11.470 9.178 16.644 0.0635
H 12.188 10.458 18.747 0.0416
C 12.560 17.371 17.603 -0.0532
C 12.166 18.767 17.870 -0.4845
C 12.441 19.854 16.858 -0.0477
O 10.744 18.791 17.985 -0.0620
H 12.351 16.714 18.447 0.0628
H 13.640 17.275 17.491 0.0767
H 11.957 16.886 16.836 0.0757
H 12.659 19.124 18.774 0.1167
H 12.036 20.819 17.164 0.0893
H 12.093 19.575 15.864 0.0730
H 13.518 19.861 16.687 0.0676
H 10.388 18.330 17.222 0.0307
C 16.696 18.675 15.569 -0.0442
C 18.228 18.572 15.344 -0.4922
C 18.834 19.607 14.367 -0.0195
O 18.777 18.844 16.561 -0.0672
H 16.346 19.683 15.792 0.0818
H 16.350 17.978 16.331 0.0551
H 16.189 18.375 14.652 0.0423
H 18.527 17.545 15.136 0.1166
H 18.300 19.514 13.421 0.0419
H 19.889 19.481 14.126 0.0813
H 18.587 20.600 14.742 0.0829
H 18.236 18.432 17.239 0.0258
C 19.232 14.010 15.731 -0.0279
C 19.716 13.934 14.252 -0.4591
C 18.692 13.248 13.370 -0.0631
O 19.694 15.227 13.751 -0.0688
H 19.684 14.859 16.243 0.0709
H 19.429 13.123 16.333 0.0703
H 18.147 14.119 15.752 0.0527
H 20.713 13.509 14.134 0.1434
H 17.694 13.581 13.654 0.0686
H 18.758 12.170 13.517 0.0719
H 18.980 13.568 12.368 0.0801
H 18.786 15.527 13.838 0.0345
C 14.385 8.249 17.759 -0.0348
C 14.696 9.263 18.888 -0.4486
C 16.270 9.419 19.039 -0.0250
O 14.107 10.503 18.632 -0.0779
H 14.909 7.317 17.970 0.0793
H 14.758 8.690 16.834 0.0595
H 13.321 8.049 17.638 0.0587
H 14.248 8.873 19.802 0.1347
H 16.479 10.092 19.870 0.0673
H 16.665 9.838 18.114 0.0560
H 16.682 8.417 19.162 0.0787
H 14.632 10.966 17.975 0.0196
C 20.650 16.935 19.476 -0.0572
C 21.705 15.993 18.908 -0.4346
C 23.120 16.626 18.701 -0.0454
O 21.801 14.784 19.726 -0.0686
H 20.369 17.629 18.685 0.0726
H 20.968 17.503 20.350 0.0824
H 19.715 16.458 19.772 0.0585
H 21.349 15.753 17.906 0.1065
H 23.493 17.119 19.599 0.0715
H 23.037 17.355 17.895 0.0733
H 23.913 15.938 18.409 0.0704
H 20.960 14.647 20.168 0.0138
C 12.124 17.346 12.868 -0.0439
C 11.782 17.540 11.356 -0.4633
C 11.973 19.002 10.918 -0.0307
O 12.733 16.747 10.728 -0.0542
H 13.129 17.615 13.196 0.0749
H 12.063 16.287 13.118 0.0447
H 11.414 17.873 13.506 0.0596
H 10.762 17.165 11.275 0.1330
H 11.083 19.147 10.305 0.0724
H 12.786 19.135 10.204 0.0723
H 12.130 19.681 11.756 0.0779
H 12.548 15.832 10.951 0.0561
C 9.638 14.928 15.266 -0.0340
C 8.984 16.155 15.975 -0.4577
C 8.900 15.988 17.513 -0.0425
O 9.722 17.308 15.692 -0.0707
H 9.174 13.981 15.542 0.0597
H 10.664 14.742 15.585 0.0738
H 9.591 15.019 14.181 0.0697
H 7.971 16.367 15.632 0.1355
H 9.905 15.825 17.903 0.0613
H 8.246 15.133 17.682 0.0810
H 8.353 16.799 17.992 0.0867
H 9.494 17.474 14.775 0.0917
C 17.068 10.417 14.933 -0.0870
O 16.468 9.561 13.938 -0.2051
P 15.632 10.261 12.755 0.4622
O 15.053 9.345 11.733 -0.2368
O 14.564 11.200 13.521 -0.2311
C 13.722 10.558 14.439 -0.1250
O 16.690 11.348 12.142 -0.2349
C 16.329 12.372 11.209 -0.0968
H 18.127 10.161 14.943 0.0977
H 16.630 10.126 15.888 0.0614
H 16.964 11.501 14.879 0.0724
H 13.509 11.256 15.248 0.0751
H 14.132 9.617 14.806 0.0818
H 12.737 10.360 14.015 0.0815
H 15.410 12.060 10.714 0.0755
H 17.083 12.608 10.457 0.0941
H 16.135 13.320 11.712 0.0622
C 14.005 17.319 20.966 -0.0863
O 14.794 17.631 19.817 -0.2372
P 16.121 18.558 19.889 0.4821
O 16.911 18.634 18.655 -0.2115
O 15.542 19.994 20.427 -0.2091
C 15.268 21.011 19.469 -0.0998
O 16.810 17.960 21.214 -0.2179
C 17.881 18.613 21.831 -0.1097
H 13.925 16.242 21.118 0.0763
H 13.037 17.817 20.916 0.0866
H 14.483 17.715 21.863 0.0853
H 15.335 21.952 20.015 0.0920
H 14.268 20.874 19.057 0.0703
H 15.909 21.083 18.591 0.0859
H 18.602 17.865 22.161 0.0902
H 17.543 18.925 22.819 0.0902
H 18.317 19.466 21.311 0.1003
C 15.740 19.213 11.673 -0.0984
O 15.604 17.856 11.343 -0.2354
P 16.701 16.715 11.693 0.5182
O 16.993 16.418 13.113 -0.2184
O 16.082 15.488 10.746 -0.2657
C 15.726 15.785 9.384 -0.0843
O 18.024 17.074 10.863 -0.2160
C 19.007 16.085 10.605 -0.0978
H 15.441 19.772 10.786 0.0945
H 16.746 19.526 11.950 0.0730
H 15.069 19.458 12.496 0.0872
H 16.576 15.687 8.708 0.0888
H 15.241 16.757 9.296 0.0822
H 14.976 15.034 9.135 0.0840
H 19.845 16.194 11.293 0.0878
H 19.353 16.237 9.583 0.0939
H 18.675 15.055 10.738 0.0708
C 15.795 13.673 22.284 -0.1128
O 17.027 14.408 22.207 -0.2053
P 18.344 13.512 21.807 0.5254
O 19.656 14.263 21.830 -0.2527
O 18.276 12.117 22.719 -0.2521
C 18.676 12.036 24.098 -0.0909
O 17.921 12.951 20.368 -0.2415
C 18.758 12.227 19.504 -0.0717
H 14.999 14.097 21.672 0.0612
H 15.335 13.852 23.256 0.0883
H 15.771 12.625 21.985 0.0915
H 17.730 11.912 24.624 0.0878
H 19.363 12.825 24.406 0.0898
H 19.234 11.125 24.313 0.0820
H 18.706 12.795 18.575 0.0777
H 18.263 11.265 19.373 0.0659
H 19.759 12.059 19.901 0.1026
C 10.104 16.415 21.140 -0.1109
O 10.903 15.386 21.649 -0.2549
P 11.573 15.496 23.175 0.5209
O 12.307 16.748 23.460 -0.2334
O 10.319 15.187 24.215 -0.2336
C 10.662 15.225 25.613 -0.1095
O 12.536 14.174 23.243 -0.2470
C 12.062 12.902 22.779 -0.0860
H 9.060 16.125 21.256 0.0951
H 10.371 16.513 20.088 0.0678
H 10.296 17.349 21.666 0.0923
H 9.792 15.637 26.125 0.0877
H 11.499 15.862 25.899 0.0848
H 10.857 14.225 26.000 0.0855
H 12.747 12.697 21.956 0.0817
H 11.006 12.852 22.516 0.0926
H 12.188 12.184 23.590 0.0906
C 12.989 13.835 18.963 -0.1196
O 14.372 14.021 18.858 -0.2144
P 15.053 13.688 17.353 0.5593
O 15.020 12.281 16.931 -0.2250
O 16.570 14.248 17.499 -0.2290
C 16.843 15.401 18.323 -0.0719
O 14.197 14.704 16.387 -0.2292
C 14.727 14.843 15.028 -0.0522
H 12.575 14.149 19.921 0.0776
H 12.636 12.822 18.769 0.0684
H 12.506 14.456 18.210 0.0668
H 17.837 15.814 18.153 0.0901
H 16.825 15.224 19.398 0.0775
H 16.006 16.079 18.155 0.0623
H 15.118 15.852 14.894 0.0707
H 13.947 14.696 14.282 0.0776
H 15.572 14.191 14.810 0.0704

***

2.
87
Properties=species:S:1:pos:R:3:lowdin_spin:R:1 method="wB97M-V/def2-TZVPD" charge=-2 s_squared=0.75 homo_ha="-0.0389 / -0.0388" spin_multiplicity=2 gap_ha="0.2053 / 0.2021"
Ti -0.507 -0.187 0.570 0.8781
C -2.253 4.258 -4.159 0.0001
C -3.008 3.820 -3.100 0.0000
C -2.603 2.707 -2.304 0.0003
C -1.676 1.874 -2.943 0.0001
C -0.928 0.684 -2.532 0.0011
N -0.364 0.034 -1.557 0.0019
C 0.458 -0.717 -2.609 0.0007
C 1.928 -1.001 -2.764 0.0003
C 2.915 -0.471 -3.575 0.0001
C 4.167 -1.080 -3.555 0.0003
C 4.419 -2.194 -2.762 0.0001
C 3.401 -2.772 -2.012 0.0003
C 2.159 -2.171 -2.077 0.0001
C 0.819 -2.602 -1.601 0.0008
N 0.806 -3.365 -0.419 0.0030
C 1.314 -2.563 0.481 0.0005
N 1.397 -1.201 0.287 0.0101
C 2.552 -0.756 0.942 0.0057
N 3.260 0.290 0.715 -0.0018
C 3.044 1.184 -0.325 0.0004
N 2.042 1.128 -1.224 0.0013
C 2.296 2.017 -2.209 -0.0004
N 1.434 2.279 -3.264 -0.0001
C 0.464 1.629 -3.763 -0.0006
N -0.101 0.232 -3.600 -0.0006
C -0.818 2.408 -3.945 0.0000
C -1.074 3.603 -4.558 -0.0001
C 3.483 2.741 -1.928 -0.0002
C 4.184 3.776 -2.570 -0.0001
C 5.347 4.242 -2.007 0.0000
C 5.847 3.685 -0.803 -0.0002
C 5.177 2.672 -0.158 0.0001
C 3.977 2.190 -0.706 -0.0002
C 2.959 -1.825 1.888 0.0010
C 3.963 -1.872 2.839 0.0004
C 4.129 -3.053 3.549 0.0000
C 3.332 -4.169 3.292 0.0002
C 2.348 -4.129 2.313 -0.0001
C 2.165 -2.938 1.635 0.0001
N -0.146 -2.060 -2.272 0.0002
H -2.573 5.145 -4.698 0.0000
H -3.895 4.367 -2.804 0.0000
H -3.382 2.227 -1.732 0.0000
H 2.749 0.407 -4.182 0.0000
H 4.965 -0.658 -4.154 0.0000
H 5.413 -2.626 -2.748 0.0000
H 3.559 -3.662 -1.416 0.0000
H -0.383 4.045 -5.261 0.0000
H 3.800 4.199 -3.492 0.0000
H 5.896 5.045 -2.488 0.0000
H 6.775 4.066 -0.388 0.0000
H 5.561 2.244 0.761 0.0000
H 4.578 -1.001 3.022 0.0001
H 4.888 -3.111 4.321 0.0000
H 3.484 -5.075 3.867 0.0000
H 1.733 -4.992 2.089 0.0000
O 1.372 -0.044 4.311 0.0146
C 0.841 0.124 3.221 0.0047
O 0.057 -0.655 2.580 -0.0014
C 1.009 1.458 2.495 0.0198
C 1.681 2.585 2.953 -0.0041
C 1.566 3.769 2.246 0.0189
C 0.670 3.849 1.178 -0.0038
C 0.006 2.701 0.817 0.0163
N 0.275 1.528 1.395 -0.0004
C -1.209 2.570 -0.074 0.0088
O -1.639 3.504 -0.772 0.0139
O -1.753 1.429 -0.004 0.0000
H 2.270 2.499 3.855 -0.0007
H 2.119 4.646 2.556 0.0013
H 0.467 4.772 0.653 -0.0005
C -2.626 0.740 3.039 0.0027
C -3.069 -0.436 2.227 0.0044
C -4.236 -1.140 2.409 0.0009
C -4.231 -2.195 1.459 -0.0005
C -3.062 -2.074 0.744 -0.0003
C -2.618 -2.944 -0.387 0.0002
N -2.336 -0.995 1.199 0.0009
H -3.460 1.050 3.673 0.0001
H -2.346 1.600 2.426 0.0010
H -1.783 0.499 3.688 0.0000
H -4.991 -0.912 3.149 0.0002
H -4.983 -2.954 1.297 -0.0001
H -3.411 -3.665 -0.597 0.0000
H -1.706 -3.500 -0.159 0.0000
H -2.410 -2.383 -1.298 0.0000